Record 1
Molecular formula: C37H44As2IN5NaO2
Method: DFT, ωB97M-V/def2-TZVPD

Its total charge is +1. The energy above the lowest of the compared OMol25 structures with the same formula, charge and spin is 3.110 eV. As for the LUMO energy: -0.13998 hartree.

```
92
Properties=species:S:1:pos:R:3:forces:R:3
Na 0.518197 4.020307 -0.949014 -0.4 0.4 0.8
C 5.005145 -2.472758 2.591716 0.1 -0.3 -0.8
C 3.834132 -2.569704 3.562786 0.7 1.6 -1.1
C 3.491213 -3.791706 4.085338 0.9 -1.5 1.1
C 4.338272 -5.009905 3.729705 -0.5 -0.6 -0.6
C 2.533433 -3.885888 5.087294 -1.0 0.8 -0.3
C 2.115666 -5.182265 5.714748 0.0 0.3 -1.2
C 1.768677 -2.739795 5.420765 0.6 -1.2 1.0
C 0.803573 -2.780343 6.602582 -1.9 -0.9 -0.5
C 2.007093 -1.545041 4.782698 -0.2 1.5 -2.0
C 0.905704 -0.445201 4.717758 0.1 -1.4 1.8
C 3.086791 -1.420944 3.848118 0.0 -0.3 1.1
C 3.425378 -0.053712 3.244051 -1.0 0.8 0.1
H 4.691633 -2.033815 1.623704 0.1 -0.1 0.4
H 5.424431 -3.462575 2.343270 -0.3 0.5 0.2
H 5.860035 -1.879136 2.935791 -0.3 0.0 0.2
H 4.015858 -5.931887 4.209423 -0.5 0.1 -0.1
H 5.384666 -4.985424 3.999289 0.4 0.7 0.2
H 4.329598 -5.199892 2.643647 -0.1 0.0 0.3
H 2.944342 -5.740276 6.060567 0.9 -0.7 0.4
H 1.606629 -5.801240 4.954232 -0.1 0.2 0.5
H 1.497084 -4.940859 6.544806 -0.7 -0.4 0.5
H -0.131041 -3.489918 6.470074 2.0 0.9 0.2
H 0.303251 -1.816315 6.603635 0.2 0.2 0.7
H 1.299940 -3.020089 7.585460 -0.5 0.4 -1.1
H 0.901337 0.316931 5.504143 0.1 -0.2 0.2
H -0.082742 -0.941370 4.722181 0.4 0.3 0.0
H 1.005988 0.069085 3.817818 0.0 0.8 -1.6
H 4.429473 0.081945 2.788278 -0.8 -0.7 0.0
H 3.421559 0.764536 4.030167 -0.4 -1.0 -0.7
H 2.570334 0.152326 2.498106 1.5 0.2 0.7
C -1.059032 -2.004339 -1.693151 -0.7 0.1 0.5
As -2.329425 -1.326048 -3.071564 0.3 -1.8 -0.3
C -1.670623 -2.645709 -4.485324 0.2 1.2 -1.0
C -3.797701 -2.443869 -2.252601 -0.3 0.3 -0.3
C -4.193168 -3.723685 -2.669610 0.8 0.3 -1.5
C -5.328177 -4.334741 -2.225578 -0.5 0.4 0.5
C -6.046773 -3.715559 -1.218678 0.3 -0.2 0.1
C -5.674093 -2.495718 -0.714326 0.3 0.5 0.5
C -4.548635 -1.832485 -1.252924 -0.4 0.3 0.3
As -4.204912 0.070912 -0.835929 -1.5 -0.1 1.3
C -6.203575 0.519793 -0.854380 0.5 0.4 0.4
C -3.780978 0.083004 1.164555 0.4 -0.1 -0.6
H -0.705560 -1.214385 -1.038782 0.0 0.1 0.1
H -0.226663 -2.453408 -2.193796 0.6 -0.3 -0.2
H -1.583172 -2.765556 -1.083756 0.4 0.4 -0.4
H -1.259084 -3.548686 -4.031903 -0.2 0.0 -0.1
H -0.878962 -2.185472 -5.177856 -0.9 -0.4 1.3
H -2.496668 -2.853926 -5.187756 0.2 -0.2 0.5
H -3.691288 -4.209868 -3.493362 0.4 0.1 -0.1
H -5.757157 -5.218185 -2.666467 0.4 -0.4 -0.1
H -6.861422 -4.258811 -0.827776 -1.1 -0.2 0.5
H -6.275071 -2.060906 0.107522 0.5 -0.2 -0.6
H -6.398749 0.304314 -1.921944 -0.4 0.3 0.6
H -6.319187 1.600588 -0.601794 0.1 -0.7 -0.5
H -6.906551 -0.028738 -0.175700 0.9 0.2 -0.7
H -4.058232 -0.854427 1.741365 0.2 1.4 -0.7
H -4.181209 1.049122 1.549203 -0.1 -1.0 0.0
H -2.679708 0.227611 1.154683 -0.5 -0.4 0.3
O 0.377156 5.653831 -8.034096 1.8 -1.5 -0.6
N 1.092801 4.662885 -7.817926 -1.3 -0.9 0.0
O 1.750524 3.986760 -8.623104 -1.3 1.9 1.4
C 1.015948 4.157919 -6.390759 0.3 -1.2 0.1
C 1.593291 2.934629 -6.152301 0.8 0.7 -0.3
C 1.923942 2.461071 -4.817799 -2.5 1.5 0.0
C 2.527561 1.253451 -4.584794 0.4 -1.9 -0.2
C 2.594843 0.779500 -3.283802 -0.4 0.0 -0.3
C 1.975931 1.536229 -2.284530 0.6 0.4 0.0
N 1.386513 2.737066 -2.458471 1.0 -1.6 -0.1
C 1.361907 3.197229 -3.696406 1.5 -0.5 -2.4
C 0.841308 4.502058 -3.998963 -3.0 2.1 0.8
N 0.496392 5.285515 -2.896680 0.1 0.5 -0.7
C -0.116662 6.461049 -3.084449 0.9 -0.8 -0.6
C -0.568029 6.871284 -4.332885 -0.9 1.4 0.3
C -0.331336 6.136907 -5.431142 0.1 -1.6 -1.1
C 0.409035 4.925906 -5.302293 2.0 -0.1 0.1
H 1.912351 2.315371 -7.001848 0.0 0.5 0.4
H 2.871355 0.583577 -5.410196 -0.2 0.9 0.6
H 3.022784 -0.212646 -3.101813 -0.1 0.6 0.2
H 2.069125 1.201248 -1.266408 -0.3 -0.2 0.3
H -0.236314 7.214169 -2.316160 0.1 -0.7 0.8
H -1.136159 7.812920 -4.423892 0.4 -0.6 0.1
H -0.751449 6.382839 -6.404900 0.4 0.1 0.4
I -2.099319 4.673762 4.804568 -0.1 0.1 0.0
C -0.737545 4.247125 3.327880 2.0 -0.9 0.2
C 0.681921 4.110440 3.517662 -1.8 -0.4 -1.3
N 1.156075 3.709757 2.306213 -0.3 -0.2 0.1
N 0.182495 3.519721 1.370596 -0.4 0.2 1.2
C -0.979550 3.804899 2.011114 1.9 0.2 0.0
H 1.323673 4.144794 4.398969 -0.4 0.3 -0.4
H 2.089175 3.356177 2.092283 -0.5 0.4 0.2
H -1.889581 3.646625 1.470783 -0.4 0.2 0.0
```
Positions in Å, forces in eV/Å.


Record 2
Molecular formula: C37H44AsCl2CrN3O3PS2
Method: DFT, ωB97M-V/def2-TZVPD

The energy above the lowest of the compared OMol25 structures with the same formula, charge and spin is 0.000 eV. Its spin multiplicity is 2. As for the LUMO energy (spin up / spin down): -0.00211 / 0.01029 hartree.

```
94
Properties=species:S:1:pos:R:3:forces:R:3
Cr -0.284691 0.710538 -0.029935 0.2 0.5 -0.4
N -1.610646 1.388121 -1.543296 0.0 0.1 0.1
C -2.487789 0.501754 -2.322546 0.0 0.0 0.0
C -1.705123 -0.631689 -2.965619 0.0 0.0 0.0
C -1.229363 -1.693495 -1.981872 0.1 0.0 -0.1
N -0.252885 -1.213160 -0.994088 -0.2 0.0 0.5
H -2.143364 2.165299 -1.161163 0.0 0.0 0.0
H -0.892740 1.792488 -2.142412 0.0 0.0 0.0
H -3.017683 1.076852 -3.087035 0.0 0.0 0.0
H -3.239724 0.088187 -1.646241 0.0 0.0 0.0
H -0.861981 -0.221921 -3.531360 0.0 0.0 0.0
H -2.358945 -1.124253 -3.689713 0.0 0.0 0.0
H -0.805616 -2.534423 -2.538573 0.0 0.0 0.0
H -2.091008 -2.080281 -1.439879 0.0 0.0 0.0
H 0.686510 -1.254447 -1.376923 -0.1 0.0 0.0
H -0.250506 -1.848723 -0.179791 0.0 -0.1 -0.1
Cl 1.216524 0.246325 1.851675 0.0 -0.1 0.1
C 0.519883 1.203976 3.144621 0.1 -0.1 -0.2
C 0.846068 0.832189 4.431648 -0.1 0.1 0.1
C 0.298823 1.556289 5.480881 0.0 0.0 0.0
C -0.552008 2.616445 5.214807 0.0 0.0 0.0
C -0.854706 2.952500 3.903941 -0.1 0.1 0.0
Cl -1.936275 4.290377 3.638197 0.0 -0.1 0.0
C -0.333348 2.256418 2.810484 0.0 0.0 -0.1
S -0.720051 2.653794 1.140115 -0.1 0.0 0.2
H 1.482650 -0.026676 4.594996 0.0 0.0 0.0
H 0.525183 1.285499 6.502908 0.0 0.0 0.0
H -0.997160 3.186876 6.017942 0.0 0.0 0.0
C -2.013337 -0.760034 3.377924 0.0 0.1 0.0
As -2.293395 -0.284388 1.520851 0.0 -0.2 -0.2
C -3.729050 1.004419 1.756505 -0.1 0.0 0.1
C -3.363363 -1.798110 0.815427 0.0 0.0 0.1
C -4.347061 -2.386499 1.777277 0.0 -0.1 0.0
C -3.943691 -3.410537 2.634916 0.0 0.0 0.0
C -4.834505 -3.975728 3.533651 0.0 0.0 0.0
C -6.148265 -3.528054 3.590109 0.0 0.0 0.0
C -6.561612 -2.513938 2.739535 0.0 0.0 0.0
C -5.667674 -1.950660 1.838665 0.0 0.0 0.0
H -2.814555 -1.423100 3.697400 0.0 0.0 0.0
H -2.053381 0.161015 3.960292 0.0 0.0 0.0
H -1.050445 -1.248373 3.506040 0.0 0.0 0.0
H -4.571785 0.523850 2.253854 0.0 0.0 0.0
H -4.050840 1.413192 0.798032 0.0 0.0 0.0
H -3.366424 1.828759 2.368358 0.0 0.0 0.0
H -2.639390 -2.553039 0.520462 0.0 0.0 0.0
H -3.874423 -1.422864 -0.073510 0.0 0.0 0.0
H -2.914766 -3.751294 2.593940 0.0 0.0 0.0
H -4.502072 -4.769454 4.190473 0.0 0.0 0.0
H -6.844865 -3.971904 4.289321 0.0 0.0 0.0
H -7.584830 -2.161673 2.771596 0.0 0.0 0.0
H -6.003397 -1.167021 1.168379 0.0 0.0 0.0
N 1.110130 1.249851 -1.007177 0.0 -0.4 -0.2
P 2.329527 1.350683 -1.955506 0.1 0.3 0.1
C 3.137901 -0.230419 -2.293117 -0.1 -0.2 0.1
C 3.741741 -0.582022 -3.499537 0.1 0.1 0.0
C 4.336148 -1.827758 -3.644273 0.0 0.0 0.0
C 4.319888 -2.734868 -2.594205 0.0 0.0 0.0
C 3.724031 -2.392204 -1.388266 0.1 -0.2 0.0
C 3.148134 -1.142995 -1.236284 -0.1 0.1 -0.1
C 1.934544 2.094048 -3.570076 0.0 0.1 0.0
C 2.083122 3.469079 -3.745510 0.1 0.0 0.0
C 1.633873 4.085514 -4.904472 0.0 0.0 0.0
C 1.025896 3.336109 -5.901663 0.0 0.0 0.0
C 0.856524 1.968749 -5.730803 0.0 0.0 0.0
C 1.301966 1.354939 -4.569584 0.0 -0.1 0.0
C 3.602510 2.409963 -1.233482 0.0 0.1 0.0
C 3.321137 3.011636 -0.011517 0.0 0.0 0.0
C 4.272928 3.827405 0.588672 0.0 0.0 0.0
C 5.496501 4.037449 -0.027796 0.0 0.0 0.0
C 5.778019 3.435577 -1.250093 0.0 0.0 0.0
C 4.832579 2.623339 -1.852139 0.0 0.0 0.0
H 3.773977 0.114975 -4.326497 -0.1 0.0 0.0
H 4.804351 -2.090350 -4.584224 0.0 0.0 0.0
H 4.765312 -3.713407 -2.718808 0.0 0.0 0.0
H 3.679323 -3.100666 -0.572995 0.0 0.1 0.1
H 2.673622 -0.888783 -0.297602 0.0 -0.1 0.1
H 2.557940 4.062993 -2.973812 0.0 0.0 0.0
H 1.759476 5.153275 -5.028230 0.0 0.0 0.0
H 0.684529 3.816279 -6.809497 0.0 0.0 0.0
H 0.375183 1.378829 -6.500249 0.0 0.0 0.0
H 1.146731 0.289415 -4.444023 0.1 0.0 0.0
H 2.359264 2.832938 0.456671 0.0 0.0 0.0
H 4.054675 4.296422 1.539323 0.0 0.0 0.0
H 6.238090 4.668800 0.444724 0.0 0.0 0.0
H 6.735355 3.599056 -1.727595 0.0 0.0 0.0
H 5.055216 2.147906 -2.801474 0.0 0.0 0.0
C 0.639149 -4.891637 2.129221 0.0 -0.1 0.0
S 0.771217 -3.129839 1.994682 -0.1 0.1 0.1
O 1.905818 -2.871276 1.116677 0.0 0.0 0.0
O 0.908264 -2.637724 3.355056 0.0 0.0 -0.1
O -0.498469 -2.697247 1.364536 -0.1 -0.2 0.1
H 1.482124 -5.249700 2.715591 0.0 0.0 0.0
H 0.659950 -5.328463 1.133294 0.0 0.0 0.0
H -0.295104 -5.135297 2.630788 0.0 0.0 0.0
```
Positions in Å, forces in eV/Å.


Record 3
Molecular formula: C37H44N3O2PSSi2Tc
Method: DFT, ωB97M-V/def2-TZVPD

The energy above the lowest of the compared OMol25 structures with the same formula, charge and spin is 0.939 eV. Its spin multiplicity is 2. As for the LUMO energy (spin up / spin down): -0.02565 / -0.01235 hartree.

```
91
Properties=species:S:1:pos:R:3:forces:R:3
Tc -0.056476 -0.347840 0.484341 1.5 3.4 0.3
O -0.328376 1.411360 1.466041 0.8 -1.0 0.4
N -1.239176 2.340460 1.323441 -1.4 0.7 -0.6
C -1.301376 3.301760 2.270341 0.1 0.1 0.3
C -2.196976 4.333360 2.192741 0.2 -0.2 0.0
C -3.063876 4.386760 1.097441 0.1 -0.3 -0.2
C -3.004876 3.394660 0.148041 -0.2 0.6 0.3
C -2.092576 2.336960 0.251641 0.3 -0.8 -0.1
S -2.005876 1.076960 -0.880059 -0.1 -0.3 0.1
H -0.593876 3.172060 3.073241 0.1 0.0 0.0
H -2.221176 5.081760 2.967641 0.1 0.0 0.1
H -3.777576 5.189560 1.003941 -0.1 0.1 0.0
H -3.662676 3.397560 -0.704659 -0.1 -0.1 -0.1
C -3.747176 -2.877740 3.722041 0.5 0.3 -0.4
Si -2.688176 -1.559140 2.818641 -0.3 0.5 0.2
C -3.888176 -0.648940 1.637241 0.5 -0.3 0.4
C -2.111276 -0.362240 4.187341 -0.1 -0.4 -0.5
C -1.153376 -2.116940 1.861241 0.4 1.1 -0.2
C -1.324876 -2.614940 0.516341 0.0 -0.8 -0.4
C -2.301976 -3.483340 0.010441 0.2 0.0 0.0
C -2.135976 -4.028240 -1.243959 0.2 0.1 -0.1
C -1.018976 -3.675540 -2.005659 -0.1 0.0 0.1
C -0.160076 -2.720240 -1.509159 0.3 0.1 -0.2
N -0.331476 -2.171340 -0.303659 -0.8 -1.8 -0.4
Si 0.124724 -3.249240 2.730541 0.1 -0.3 0.3
C 0.855224 -2.624540 4.373441 -0.2 0.0 -0.7
C -0.804276 -4.858940 3.197141 0.3 0.6 -0.2
C 1.532424 -3.802240 1.550941 -0.5 0.4 0.2
H -4.530276 -2.376840 4.284141 -0.1 0.2 0.1
H -3.149476 -3.438040 4.433041 0.1 -0.1 0.1
H -4.227676 -3.586740 3.054141 0.0 -0.1 -0.2
H -4.657276 -0.121740 2.195641 -0.2 0.0 0.2
H -4.385676 -1.325240 0.946641 0.0 -0.1 -0.1
H -3.363676 0.090160 1.039841 0.0 0.0 -0.1
H -2.811076 0.459660 4.309941 -0.2 0.1 0.0
H -1.132976 0.053660 3.969341 0.2 0.1 -0.1
H -2.048476 -0.878840 5.140241 0.0 -0.1 0.2
H -3.141076 -3.747540 0.634741 -0.1 -0.1 0.1
H -2.843376 -4.751840 -1.623059 -0.1 0.0 0.0
H -0.837476 -4.115740 -2.973159 0.0 0.0 -0.1
H 0.694424 -2.356240 -2.066859 -0.1 0.1 0.0
H 0.070724 -2.382240 5.080641 -0.3 0.0 0.2
H 1.459224 -1.737240 4.245041 0.1 0.2 0.0
H 1.478424 -3.396540 4.817241 0.0 -0.3 0.0
H -1.470676 -4.696640 4.036141 -0.1 0.0 0.2
H -0.108676 -5.640440 3.484541 0.2 -0.2 0.0
H -1.398976 -5.230040 2.369741 -0.1 -0.1 -0.2
H 1.765524 -3.035240 0.820641 0.1 0.1 -0.1
H 1.252424 -4.696440 1.001641 -0.1 -0.2 -0.1
H 2.442024 -4.027140 2.099641 0.1 0.0 0.2
C 2.989324 -0.555840 1.372741 -0.1 0.0 0.0
C 1.561724 -0.313140 1.809441 -0.7 -0.7 -0.7
O 1.316124 0.020560 2.940741 0.2 0.2 0.4
H 3.556924 -0.973340 2.199941 0.1 0.0 0.1
H 3.418424 0.410160 1.112641 0.1 0.1 -0.1
H 3.029424 -1.207340 0.509541 0.0 -0.1 -0.1
N 1.106824 0.036760 -1.040859 -0.9 -0.6 1.2
P 1.410224 1.140460 -2.101459 -0.2 -0.1 -0.2
C 2.907424 0.683360 -3.038959 -0.4 0.1 0.2
C 3.888924 -0.022640 -2.354259 0.0 0.0 0.1
C 5.043224 -0.418540 -3.000659 0.1 0.0 -0.1
C 5.209324 -0.131540 -4.346659 0.0 0.0 -0.1
C 4.214624 0.536460 -5.043259 0.1 0.0 -0.1
C 3.067724 0.955060 -4.390959 0.0 0.1 0.0
C 1.704524 2.731660 -1.269959 -0.1 -0.5 0.0
C 2.945824 2.947660 -0.683359 0.0 -0.1 -0.3
C 3.119024 3.988360 0.207741 0.1 0.1 0.1
C 2.046124 4.799660 0.539041 0.0 0.0 0.0
C 0.804424 4.583060 -0.038459 0.0 0.1 0.0
C 0.630424 3.548660 -0.937559 0.0 0.0 -0.3
C 0.166624 1.462560 -3.405659 0.3 0.0 0.4
C 0.067324 2.699960 -4.031259 0.1 -0.1 0.1
C -0.882376 2.902160 -5.014959 0.0 0.1 -0.1
C -1.722376 1.866560 -5.386459 -0.1 0.0 -0.1
C -1.622176 0.630560 -4.768459 0.0 -0.1 -0.1
C -0.680176 0.427260 -3.776859 0.1 0.0 0.0
H 3.720924 -0.262140 -1.315559 0.0 -0.1 0.1
H 5.810824 -0.955040 -2.463259 0.1 0.0 0.1
H 6.114624 -0.430640 -4.855559 0.0 -0.1 0.0
H 4.332924 0.726660 -6.102059 0.0 0.0 0.0
H 2.299824 1.483360 -4.937759 0.0 0.0 0.0
H 3.768624 2.294160 -0.940459 0.1 0.0 0.1
H 4.087324 4.156360 0.654741 0.1 0.0 0.1
H 2.174824 5.600660 1.250841 0.0 0.1 0.1
H -0.033776 5.213860 0.219941 -0.1 0.1 0.0
H -0.334776 3.369060 -1.390259 -0.1 0.0 0.0
H 0.725524 3.504560 -3.738959 0.1 0.1 0.0
H -0.969876 3.868060 -5.491959 0.0 0.1 0.0
H -2.463176 2.030260 -6.157259 0.0 0.0 0.0
H -2.280576 -0.171440 -5.069759 0.0 -0.1 0.0
H -0.608276 -0.520840 -3.261359 0.0 -0.1 0.0
```
Positions in Å, forces in eV/Å.